(1)
C25H28F8O25 | ωB97M-V/def2-TZVPD

XYZ file:
```
86
Properties=species:S:1:pos:R:3:forces:R:3
O -0.4297 -2.5595 -6.4638 0.798 0.101 -0.152
C 0.4218 -2.1852 -5.7182 -1.878 0.100 -0.714
O 0.4216 -2.5333 -4.4224 0.230 -0.243 0.081
C 1.5529 -1.9771 -3.8509 2.640 2.102 0.641
C 2.0402 -0.8510 -4.8635 -2.326 -0.567 2.108
F 3.3414 -0.8743 -5.0579 1.805 -0.371 -0.333
O 1.3574 -1.2494 -5.9886 -0.386 -0.195 -1.566
H 1.4130 -1.5564 -2.8551 -0.473 -0.239 -0.035
H 2.4288 -2.6253 -3.8228 -0.294 -0.656 0.144
H 1.7734 0.1708 -4.5935 -0.169 0.060 -0.048
O 0.6082 -0.5301 2.5267 4.480 0.813 1.255
C 1.7732 -0.3330 2.9378 -2.276 0.331 0.335
O 2.1053 0.3993 4.0600 -1.248 -1.304 -0.888
C 3.4472 0.0802 4.4662 -1.053 0.116 0.443
C 4.0602 -0.4419 3.1538 -1.133 2.660 1.599
F 4.9235 -1.4397 3.3460 -0.196 -0.430 -0.615
O 2.9201 -0.7333 2.3457 -0.159 -1.041 0.135
H 3.8445 1.0210 4.8472 0.385 -0.138 -0.399
H 3.3948 -0.6057 5.3117 0.120 -0.447 -0.265
H 4.5023 0.4972 2.8209 0.778 -0.669 -1.231
O 3.0044 2.9331 3.4430 -2.730 1.560 -1.867
C 2.0384 3.4147 2.8427 1.993 -2.020 3.191
O 0.9220 3.9396 3.4927 1.948 -0.032 -2.262
C 0.1195 4.4345 2.3943 -2.122 -1.465 0.564
C 1.0364 4.4564 1.1795 -4.267 -3.318 2.089
F 1.5787 5.5939 1.2651 3.559 4.242 -1.151
O 1.9097 3.3686 1.4871 -0.020 1.379 0.102
H -0.6906 3.7179 2.2586 0.133 -0.209 -0.200
H -0.4221 5.3482 2.6387 0.830 0.380 0.019
H 0.3913 4.3197 0.3115 0.940 -0.309 -0.626
O -0.2690 1.9924 -5.4241 -2.168 -2.397 0.917
C -1.0055 1.1658 -4.8765 2.064 3.453 -4.518
O -0.8821 0.8492 -3.6420 -0.232 -0.850 1.591
C -1.8339 -0.1632 -3.4379 -1.452 -1.676 2.611
C -2.8709 -0.0150 -4.5040 1.954 -2.373 -0.308
F -3.8385 0.8033 -4.1645 -1.552 1.799 0.292
O -2.0423 0.4683 -5.5046 0.806 1.794 -0.651
H -1.3961 -1.1596 -3.4988 0.227 0.136 0.056
H -2.3188 -0.0463 -2.4688 0.408 -0.041 0.077
H -3.3035 -0.9632 -4.8231 0.017 0.044 -0.071
O -2.6722 -3.2693 2.8739 1.131 -0.292 -2.395
C -2.1940 -3.4915 1.7789 -0.333 -0.461 0.548
O -2.4149 -4.6112 1.0255 0.169 0.703 -0.285
C -1.6554 -4.5150 -0.2317 -0.863 -0.909 0.947
C -1.1525 -3.1111 -0.2810 1.234 -0.507 1.804
F -1.8020 -2.3388 -1.1609 -0.356 0.450 0.203
O -1.2885 -2.7106 1.1073 -0.673 0.737 -0.575
H -0.8069 -5.1948 -0.1539 -0.173 -0.133 -0.070
H -2.3188 -4.7845 -1.0535 0.084 0.078 0.090
H -0.0784 -3.0853 -0.4646 -0.111 0.435 -0.285
O -4.1266 2.8933 2.2249 2.212 -1.500 2.078
C -3.3493 2.3109 2.9797 -1.427 0.925 -2.438
O -2.0310 2.0698 2.7233 -1.284 0.933 -2.220
C -1.4433 1.6205 3.9013 0.113 0.024 0.478
C -2.6420 0.9321 4.5150 3.704 -0.085 -0.496
F -2.3877 1.0168 5.8158 -1.002 -0.904 1.820
O -3.6796 1.7221 4.1439 -2.025 0.936 -0.503
H -0.6018 0.9455 3.7455 -0.096 0.298 -0.223
H -1.2120 2.5374 4.4435 0.464 -0.366 0.613
H -2.6582 -0.0554 4.0537 -0.814 -0.587 0.864
O -5.1240 -2.6020 -1.7652 0.435 3.506 1.673
C -5.0632 -1.5399 -1.1416 -0.562 -2.538 -0.546
O -6.0577 -1.0360 -0.3765 -1.145 -0.782 -0.276
C -5.7267 0.2396 0.0637 1.450 1.887 1.126
C -4.1688 0.1906 0.0705 -1.577 -0.138 -1.921
F -3.6008 -0.4500 1.0778 0.279 -0.211 2.133
O -4.0088 -0.7169 -1.0054 1.077 -0.079 -1.538
H -6.0815 1.0478 -0.5759 0.231 -0.273 -0.797
H -6.1371 0.5937 1.0093 -0.066 -1.137 0.425
H -3.6291 1.1192 -0.1152 -0.201 -0.030 -0.142
O 3.1419 -1.9460 -0.9450 3.136 2.641 -0.572
C 4.1630 -1.2329 -0.8808 -4.726 -3.505 2.075
O 4.3278 -0.4085 0.2120 1.645 0.120 -1.822
C 5.5981 0.2017 -0.0577 0.969 1.210 -0.245
C 6.3365 -0.8146 -0.9185 -1.125 1.497 -0.111
F 6.8529 -1.7688 -0.1605 0.618 -1.295 0.771
O 5.2325 -1.3641 -1.6534 0.998 0.493 -0.140
H 5.4776 1.1443 -0.5916 -0.410 -0.113 -0.519
H 6.2165 0.5502 0.7696 -0.485 -0.851 0.742
H 7.1395 -0.4022 -1.5294 -0.447 -0.109 -0.471
C -0.3296 0.9822 -0.1180 0.183 -0.414 -0.096
O 0.5135 -0.0726 -0.4857 0.193 -1.086 -1.260
H -0.8897 0.7266 0.7815 0.277 0.531 0.360
H 0.3137 1.8621 -0.1142 -0.558 0.543 0.635
H -1.0784 1.1027 -0.9008 0.133 0.035 -0.221
H 1.0698 -0.4184 0.2162 -0.256 0.242 0.428
```
Positions in Å, forces in eV/Å.

Summary:
Energy above the lowest of the compared OMol25 structures with the same formula, charge and spin in kcal/mol: 97.53
SMILES: O=C1OC[C@@H](F)O1.O=C1OC[C@@H](F)O1.O=C1OC[C@@H](F)O1.O=C1OC[C@@H](F)O1.O=C1OC[C@@H](F)O1.O=C1OC[C@@H](F)O1.O=C1OC[C@@H](F)O1.O=C1OC[C@@H](F)O1.CO
Orbital gap in eV: 10.470
Energy in hartree: -3649.3579

***

(2)
C25H28FeN3 | ωB97M-V/def2-TZVPD

XYZ file:
```
57
Properties=species:S:1:pos:R:3:forces:R:3
C -2.3986 -3.1388 2.8151 -0.983 0.670 1.449
C -1.1998 -2.5004 3.3321 -1.037 0.687 1.343
C -1.1390 -1.1546 2.7926 -1.255 0.611 1.648
C -2.3065 -0.9530 1.9453 -0.976 0.443 1.739
C -3.0841 -2.1843 1.9580 -0.897 0.658 1.524
Fe -1.2406 -2.5096 1.3522 -0.294 -0.866 -0.316
C -1.1648 -3.7252 -0.2258 0.972 -0.578 -1.517
C -0.0236 -3.9051 0.6475 1.055 -0.542 -1.379
C 0.6368 -2.6322 0.7930 1.161 -0.103 -1.341
C -0.1204 -1.6250 0.0362 1.274 -0.488 -1.888
C 0.1846 -0.1424 -0.0930 -0.924 -1.482 1.699
C 1.2617 0.3129 0.8839 0.183 -0.064 -0.173
C 1.1311 1.4401 1.7140 0.270 -0.156 -0.467
C 2.2896 2.1359 2.0715 0.117 -0.400 0.231
C 3.5458 1.6195 1.7372 0.186 -0.083 -0.056
C 3.6704 0.3902 1.0797 -0.315 -0.038 0.349
C 2.5201 -0.2757 0.6657 0.165 0.693 -0.041
C -1.2065 -2.3475 -0.6437 0.975 0.182 -1.003
H -2.7621 -4.1235 3.0938 0.141 0.197 -0.188
H -0.5076 -2.9256 4.0558 -0.148 0.065 -0.339
H -0.4019 -0.4026 3.0627 -0.137 -0.300 -0.210
H -2.6058 -0.0208 1.4704 0.123 -0.262 0.016
H -4.0432 -2.3350 1.4684 0.336 -0.017 0.057
H -1.8167 -4.5194 -0.5868 0.137 0.303 0.205
H 0.3251 -4.8471 1.0713 -0.217 0.375 -0.108
H 1.5633 -2.4612 1.3421 -0.636 -0.128 -0.006
H -0.7448 0.4102 0.0585 0.227 -0.095 0.289
H 0.1423 1.7738 2.0534 0.425 0.044 -0.508
H 2.2309 3.0792 2.6206 -0.072 -0.356 -0.144
H 4.4408 2.1891 1.9892 -0.213 -0.151 -0.018
H 4.6343 -0.0746 0.8676 -0.154 0.372 0.127
H 2.5949 -1.2168 0.1088 -0.034 0.600 0.120
H -1.8856 -1.9080 -1.3765 0.049 -0.153 0.404
C -0.6299 4.7510 0.6500 -0.212 -1.189 -0.969
C -1.2645 3.5513 0.3662 0.631 0.641 -0.118
N -0.7415 3.1239 -0.8403 -0.202 0.484 -0.343
C -1.2543 2.0068 -1.6436 0.048 -0.003 -0.374
C -0.1126 1.2382 -2.3256 -0.548 -0.913 0.180
C -0.4959 0.4148 -3.5422 -0.432 -0.186 0.057
C 0.6126 -0.6390 -3.6912 0.009 -0.121 -0.209
C 1.2364 -0.8508 -2.3261 -0.529 0.014 0.371
N 0.6739 0.2536 -1.4372 0.376 0.528 -1.673
C 0.1333 4.1113 -1.2924 -0.878 -0.533 1.602
N 0.2347 5.0627 -0.3793 -0.045 0.041 -0.535
H -0.7689 5.3867 1.5102 0.116 -0.022 -0.061
H -2.0194 2.9860 0.9002 0.219 0.044 -0.118
H -1.9027 1.3714 -1.0144 0.338 0.298 -0.281
H -1.9066 2.4059 -2.4502 0.408 -0.212 0.356
H 0.6437 1.9709 -2.6644 0.266 -0.106 0.109
H -1.4888 -0.0476 -3.4055 0.339 0.056 -0.043
H -0.5466 1.0789 -4.4190 0.005 -0.101 0.083
H 0.2157 -1.5913 -4.0599 0.079 0.248 -0.080
H 1.3959 -0.2799 -4.3704 -0.204 0.057 -0.099
H 1.0074 -1.8214 -1.8888 -0.270 0.228 0.087
H 2.3259 -0.7422 -2.2962 0.038 0.306 -0.260
H 1.5158 0.8214 -1.2749 0.921 0.550 0.299
H 0.6168 4.0150 -2.2655 0.024 0.249 0.523
```
Positions in Å, forces in eV/Å.

Summary:
2S+1: 5
Expectation value of S²: 6.09
Orbital gap (alpha / beta) in eV: 3.124 / 6.269
Energy in hartree: -2397.1368
Total charge: -1

***

(3)
C25H28InN5O4S4 | ωB97M-V/def2-TZVPD

XYZ file:
```
67
Properties=species:S:1:pos:R:3:forces:R:3
In -0.3958 -1.1854 -0.6314 0.176 0.439 1.953
C -0.3206 -4.3687 -0.1151 0.185 0.076 -1.649
N -0.5861 -3.2575 0.7933 -0.415 -0.217 -1.133
C -1.9180 -3.3805 1.3758 -0.561 -0.555 -0.597
C 0.4250 -3.1911 1.7621 1.091 0.569 1.730
C 0.8020 -4.3600 2.4346 0.294 1.722 0.017
C 1.7773 -4.2946 3.4184 0.328 -0.952 0.676
C 2.3566 -3.0783 3.7514 0.464 0.509 0.079
C 1.9967 -1.9131 3.0764 0.272 0.301 0.034
C 1.0036 -1.9005 2.0714 -0.220 -0.534 -0.159
N 0.5712 -0.7655 1.4289 -1.375 -2.235 -0.274
C 1.1986 0.4299 1.5934 1.876 2.916 -0.326
C 2.5416 0.5876 1.1101 -1.046 1.556 1.597
C 3.2305 1.8070 1.0857 -0.593 0.056 1.039
C 2.6118 2.9191 1.6995 0.897 0.246 -0.797
C 1.3275 2.8372 2.1803 -0.858 -0.548 -0.373
C 0.5395 1.6551 2.0215 2.071 -0.711 -0.199
N -0.8012 1.7862 2.1790 -1.757 -0.037 0.372
C -1.6976 0.8586 2.8766 0.265 0.557 -1.282
C -1.4133 2.9730 1.6082 0.857 -0.769 0.450
H -0.3979 -5.3807 0.2771 -0.410 -0.063 0.549
H 0.7143 -4.2611 -0.4595 -0.201 0.014 -0.117
H -0.9768 -4.2626 -0.9939 0.231 -0.241 0.445
H -1.9963 -4.3524 1.9392 0.006 0.820 -0.244
H -2.6174 -3.4003 0.5188 0.096 -0.012 0.582
H -2.1408 -2.5116 1.9858 0.000 -0.017 0.180
H 0.3180 -5.2868 2.2033 -0.066 -0.335 -0.128
H 2.0999 -5.2263 3.9152 -0.182 0.579 -0.179
H 3.1420 -3.0188 4.5369 -0.598 -0.114 -0.663
H 2.5237 -0.9637 3.2417 -0.253 -0.502 0.246
H 3.0772 -0.2747 0.8509 0.381 -1.079 -0.699
H 4.2570 1.8441 0.7099 -0.448 0.003 -0.012
H 3.0746 3.9200 1.7274 0.128 -0.634 0.016
H 0.8623 3.7498 2.5879 0.162 -0.612 -0.215
H -2.2623 1.4219 3.6278 -0.043 -0.211 0.193
H -1.1029 0.0784 3.2998 0.341 -0.428 0.579
H -2.3377 0.3645 2.1260 -0.054 0.227 0.430
H -1.2033 3.8375 2.2286 -0.418 0.561 0.295
H -2.4781 2.7794 1.5466 -0.186 0.245 -0.361
H -0.9161 3.1742 0.6545 -0.508 -0.004 -0.232
S 4.2579 -0.8616 -1.2149 2.428 1.278 -0.161
C 2.8767 -1.7202 -1.4355 1.020 -0.257 0.341
S 1.6638 -0.6065 -1.9385 -2.360 0.293 -0.245
S 2.9728 -3.3600 -1.2305 -1.265 -1.208 -0.056
S -1.8542 2.3556 -5.1891 -0.272 -0.308 0.250
C -1.6995 1.3762 -3.7530 1.780 0.344 1.328
N -0.7308 1.7334 -2.9047 -1.779 -0.600 -1.629
C -0.0613 2.8599 -3.3776 -1.221 0.459 -0.689
C 0.9545 3.5682 -2.7247 0.503 0.391 -0.134
C 1.4513 4.7310 -3.3311 0.536 0.254 0.540
C 0.8846 5.2646 -4.5099 0.061 -1.507 0.078
C -0.1060 4.5281 -5.1937 0.164 1.477 -0.271
C -0.6057 3.3763 -4.6218 1.243 -0.442 1.312
H -2.3522 0.4935 -3.6402 0.554 0.481 0.144
H 1.3941 3.2610 -1.7625 -0.389 -0.245 -0.620
H 2.3562 5.2190 -2.8460 -1.446 -0.452 -0.675
H 1.3084 6.1664 -4.9197 -0.093 0.140 -0.201
H -0.5372 4.9038 -6.1452 0.388 -0.223 0.728
C -3.3986 -0.0058 -0.4302 2.223 0.153 0.666
O -2.2023 -0.4546 0.2956 -0.799 0.020 -1.643
H -3.0613 0.2391 -1.4587 -0.891 -0.221 0.348
H -3.7453 0.9537 0.0275 0.006 -0.569 -0.167
H -4.2051 -0.7629 -0.3802 0.309 0.312 -0.284
O -3.3594 -3.2691 -1.7918 0.933 1.812 -1.408
N -2.6946 -2.4133 -2.3898 2.001 0.548 -0.123
O -3.1195 -1.5733 -3.2345 0.599 -2.321 2.073
O -1.2758 -2.3915 -2.1434 -4.160 -0.190 -1.328
```
Positions in Å, forces in eV/Å.

Summary:
Energy above the lowest of the compared OMol25 structures with the same formula, charge and spin in kcal/mol: 34.16
Orbital gap in eV: 4.430
Energy in hartree: -3326.9684
Total charge: -2

***

(4)
C25H28N2O5S | ωB97M-V/def2-TZVPD

XYZ file:
```
61
Properties=species:S:1:pos:R:3:forces:R:3
C 5.2507 -3.0368 -3.5038 0.283 -0.391 -0.122
O 4.6746 -1.7518 -3.4346 -0.238 0.220 0.080
C 3.6784 -1.4592 -2.5554 -0.068 0.134 0.029
C 3.3170 -0.1139 -2.5406 0.058 -0.293 0.032
C 2.3124 0.3703 -1.7279 -0.153 -0.182 0.148
C 1.6454 -0.5128 -0.8971 0.635 -0.236 -0.324
N 0.6251 -0.0569 -0.0249 0.129 0.163 0.066
C -0.6241 -0.5757 -0.0186 -0.182 0.163 -0.012
O -1.4475 -0.3215 0.8576 -0.008 -0.343 -0.202
C -1.0085 -1.4525 -1.1335 -1.034 -0.664 0.201
C -2.0620 -2.3329 -1.1693 0.627 0.549 0.217
C -2.0637 -2.8917 -2.4638 0.361 0.135 -0.352
C -1.0264 -2.3019 -3.1239 -0.568 -0.524 -0.102
O -0.3854 -1.4359 -2.3331 0.124 0.299 -0.084
C 1.0338 0.9135 0.9956 0.006 0.386 0.076
C 0.3901 2.2962 0.7181 0.277 -0.469 0.200
O 1.0562 3.2101 0.2746 0.297 0.285 -0.202
N -0.9112 2.3513 1.0029 -0.621 0.015 0.105
C -1.7448 3.5040 0.7380 0.046 0.515 -0.172
C -2.4911 3.9194 2.0093 0.124 -0.171 0.006
C -3.5264 2.8748 2.4193 -0.165 0.306 -0.073
C -4.5119 2.6268 1.2818 0.098 -0.277 0.054
C -3.7720 2.1629 0.0309 -0.156 0.258 -0.070
C -2.7361 3.2022 -0.3918 0.133 -0.157 0.056
C 0.7686 0.4028 2.3751 0.177 -0.394 0.346
C 0.3527 1.0754 3.4806 0.176 -0.007 -0.300
C 0.2702 0.2545 4.6291 0.035 -0.202 0.184
C 0.6303 -1.0279 4.3821 0.086 -0.136 -0.227
S 1.0838 -1.2655 2.7414 -0.116 0.510 0.187
C 2.0064 -1.8542 -0.8708 0.122 0.144 0.069
C 3.0030 -2.3513 -1.6977 0.059 -0.075 -0.062
O 3.3591 -3.6757 -1.7096 0.106 0.409 -0.217
C 2.6917 -4.5614 -0.8451 -0.110 -0.153 0.121
H 4.5303 -3.7882 -3.8329 0.086 0.060 0.026
H 6.0466 -2.9484 -4.2434 -0.043 -0.029 0.058
H 5.6774 -3.3408 -2.5458 -0.023 0.011 -0.078
H 3.8544 0.5459 -3.2023 0.083 0.069 -0.083
H 2.0521 1.4168 -1.7348 -0.055 0.152 0.007
H -2.7322 -2.5427 -0.3617 -0.116 0.033 0.210
H -2.7429 -3.6231 -2.8507 -0.100 -0.148 -0.150
H -0.6608 -2.4099 -4.1262 0.128 0.065 -0.111
H 2.1149 1.0517 0.8630 -0.341 0.045 -0.030
H -1.3745 1.4914 1.2804 0.277 0.028 -0.014
H -1.0650 4.3056 0.4272 -0.139 -0.146 0.062
H -1.7721 4.0748 2.8162 0.035 0.086 -0.011
H -2.9920 4.8710 1.8198 -0.024 0.069 0.013
H -3.0294 1.9377 2.6778 0.019 -0.096 0.110
H -4.0603 3.2222 3.3066 0.052 -0.089 0.060
H -5.2422 1.8729 1.5815 -0.084 0.044 -0.002
H -5.0534 3.5508 1.0630 -0.080 0.044 0.005
H -3.2841 1.2071 0.2312 -0.018 -0.089 -0.049
H -4.4812 2.0066 -0.7849 0.031 -0.088 -0.015
H -3.2422 4.1310 -0.6639 -0.025 0.058 -0.051
H -2.1854 2.8502 -1.2668 0.029 0.081 -0.040
H 0.1154 2.1236 3.4816 -0.070 0.190 -0.051
H -0.0482 0.6106 5.5924 -0.051 0.022 0.182
H 0.6572 -1.8593 5.0579 -0.024 -0.137 0.193
H 1.4814 -2.5065 -0.1911 -0.024 -0.112 0.047
H 1.6199 -4.6098 -1.0643 0.028 0.019 0.023
H 2.8377 -4.2893 0.2051 -0.019 0.003 -0.029
H 3.1402 -5.5365 -1.0298 -0.071 0.039 0.063
```
Positions in Å, forces in eV/Å.

Summary:
Energy above the lowest of the compared OMol25 structures with the same formula, charge and spin in kcal/mol: 6.96
SMILES: COc1ccc(N(C(=O)c2ccco2)[C@@H](C(=O)NC2CCCCC2)c2cccs2)cc1OC
Orbital gap in eV: 8.609
Energy in hartree: -1853.3399

***

> Which of these has the highest energy?

C25H28N2O5S